{
  "formula": "C6H13NS",
  "method": "ωB97M-V with the def2-TZVPD basis set",
  "smiles": "CNC/C(C)=C\\SC",
  "gap_ev": 8.96,
  "e_homo_ev": -8.04,
  "e_tot_ev": -18757.1013,
  "lumo_energy_ev": 0.92,
  "charge": 0,
  "symbols": ["C", "N", "C", "C", "C", "C", "S", "C", "H", "H", "H", "H", "H", "H", "H", "H", "H", "H", "H", "H", "H"],
  "coordinates": [[2.78017, -1.46065, 0.03555], [1.53402, -0.83247, 0.43652], [0.93261, -0.20133, -0.71392], [-0.01198, 0.89613, -0.27561], [0.60096, 2.28089, 0.07616], [-1.33768, 0.72520, -0.21625], [-2.18277, -0.73922, -0.65446], [-3.51301, -0.71161, 0.57219], [2.68466, -1.94989, -0.96828], [3.09770, -2.23302, 0.79156], [3.58112, -0.65205, -0.03437], [0.92842, -1.56615, 0.72704], [1.66917, 0.23592, -1.33252], [0.43042, -0.93352, -1.35724], [0.87628, 2.24248, 1.14341], [1.46050, 2.46292, -0.56266], [-0.13606, 3.08513, -0.06050], [-2.00521, 1.55284, -0.02591], [-4.15018, -1.55847, 0.32209], [-4.15501, 0.16295, 0.52607], [-3.08413, -0.80607, 1.57112]]
}